{"formula": "CH2O3S", "method": "ωB97M-V/def2-TZVPD", "elements": ["C", "O", "O", "O", "S", "H", "H"], "xyz": [[-1.403173, -0.151742, 0.561332], [-0.457761, -2.648747, 0.966248], [-1.561159, 0.963729, 0.969771], [0.805160, -0.779170, 0.370554], [-0.222471, -1.367218, 1.481887], [-1.848517, -0.417937, -0.397001], [1.253929, 0.000986, 0.830901]], "forces_ev_per_a": [[-0.55, 1.04, 1.45], [-0.97, -3.73, -0.62], [0.30, -0.48, 0.14], [2.30, 2.12, 0.89], [-0.83, 3.21, -0.28], [0.18, -0.95, -0.44], [-0.43, -1.22, -1.13]], "nbo_charge": [0.21, -0.92, -0.51, -0.87, 1.45, 0.15, 0.49], "multiplicity": 1, "e_above_lowest_kcal_mol": 21.4, "charge": 0}